# 1
The following is a DFT calculation (ωB97M-V with the def2-TZVPD basis set) of a structure of composition C43H38N6NiO9S2.

Computed properties:
Kohn-Sham gap (alpha / beta) = 6.623 / 7.029 eV
E = -135292.3113 eV
Net charge = -2
M = 905.6 g mol⁻¹
Highest occupied orbital energy (alpha / beta) = -2.6 / -3.0 eV
2S+1 = 3

The geometry in XYZ format:
```
99
Properties=species:S:1:pos:R:3:mulliken_charge:R:1
S -0.1672 -2.4538 -3.2820 1.30
H -3.9536 0.2823 -4.0332 0.40
H -6.5940 4.6897 2.7066 0.36
C 1.0087 -3.7932 -3.1851 0.19
H -1.7477 3.1381 -0.0073 0.61
C -5.0390 4.8209 1.2255 -0.41
C 2.9328 -5.8096 -3.1250 0.66
C 4.9920 4.2970 0.0223 -1.07
H -1.0137 2.5064 2.9928 0.47
C 1.2225 -4.5787 -4.3132 -0.95
O -0.6960 2.1702 5.1396 -0.58
H 5.2972 5.3188 0.2112 0.39
C -3.7371 4.2261 -1.5660 -0.62
C -3.0512 -0.0816 -0.7904 -0.33
O -1.3205 -3.0051 -3.9746 -0.77
H 3.6996 -7.7497 -3.6867 0.37
O -0.3374 2.0434 -1.9933 -0.60
O 6.4297 1.4831 -1.6125 -0.49
C 1.7430 -4.0124 -2.0293 1.10
H -3.5115 3.1578 -1.6132 0.13
O 0.5159 -1.3756 -3.9626 -0.78
C 1.0238 -1.0660 5.0740 -1.00
C -2.5183 -4.0056 1.1614 -1.06
C -5.6640 4.2739 2.3404 -0.49
C -2.2010 1.1133 -3.1199 -0.23
H -3.3477 -0.5762 0.1275 0.42
C -1.7324 -2.8879 1.3379 -0.92
C -1.9369 2.0142 5.8028 -0.72
H 4.2144 -7.1944 -2.0860 0.35
C 5.7916 3.4318 -0.6810 1.04
H -5.5601 2.7231 3.8195 0.38
H 8.3394 2.2035 -1.8588 0.20
C 3.3958 2.4706 0.2539 0.05
C 3.7735 3.7864 0.4856 -0.36
C -3.8852 2.6439 2.5003 -0.53
H 3.2511 -5.1957 -1.0869 -0.10
H -3.4459 1.7830 2.9863 0.45
C 0.4977 0.1244 5.5650 -0.14
H 4.9327 -6.4981 -3.5368 0.30
C 4.0004 -6.8745 -3.1064 -1.56
C -2.5828 -4.5386 -0.1295 -0.41
C -0.1714 0.9573 4.6910 0.83
C -1.3430 1.5918 1.2656 -1.02
C -3.8142 -0.2058 -1.9413 -0.93
H -3.2446 4.7344 -2.3921 0.24
C 5.4245 2.1242 -0.9081 0.91
O 1.2297 2.8180 1.1595 -0.72
C -1.9032 -3.9391 -1.1604 -1.24
C -5.0796 3.1786 2.9619 -1.07
H -5.4686 5.6643 0.6971 0.46
C -0.3139 0.6221 3.3419 0.22
C -3.8502 4.2946 0.7617 0.59
C 2.6969 -5.0240 -2.0041 -0.30
H 1.5656 -1.7320 5.7376 0.40
H -1.9440 -4.3339 -2.1645 0.50
C 7.3090 2.5159 -2.0235 -0.20
O -3.2398 4.8128 -0.3587 -0.57
N -1.0709 -2.2867 0.3464 1.16
H 0.7772 0.7262 -3.1658 0.24
N -0.4064 -2.0354 -1.7903 0.49
C 2.0267 1.9731 0.7284 -0.46
C -1.4412 1.2398 -1.9646 0.22
H -2.6952 1.6005 5.1294 0.15
N 1.8487 -2.1760 0.6269 -0.96
H -1.6013 -2.4367 2.3144 0.39
H 1.5702 -3.4001 -1.1530 -0.61
C -3.2335 3.2077 1.3990 0.18
H -2.2565 3.0016 6.1353 0.29
H -4.7268 -0.7889 -1.9224 0.38
H -4.8195 4.3620 -1.6426 0.40
H 2.3488 -6.1937 -5.1568 0.31
O 7.0352 3.6723 -1.2353 -0.51
H -3.0373 -4.4519 1.9988 0.42
C 2.1810 -5.5777 -4.2778 -0.74
H 1.6455 2.1084 -2.4106 0.31
H 0.6163 0.4217 6.6012 0.45
H -3.1629 -5.4346 -0.3226 0.38
C -1.1462 -2.7650 -0.9094 0.04
H 1.1725 0.7136 -1.4269 -0.44
H 1.3205 -2.3022 3.3642 0.36
C 0.8763 -1.3793 3.7274 0.05
C 4.2405 1.6042 -0.4524 -1.20
C -1.8525 0.6268 -0.7866 -0.43
N -1.0885 0.6525 0.4180 1.18
C -3.3827 0.3897 -3.1191 -0.76
Ni 0.4011 -0.7861 0.7979 0.74
C 0.8858 1.3415 -2.2683 0.02
H -1.8436 1.3518 6.6678 0.37
H 7.1400 2.7473 -3.0820 0.24
H 3.9553 0.5678 -0.5868 0.63
C 0.2107 -0.5527 2.8133 -1.24
H 3.0775 4.4147 1.0249 0.53
H 0.6233 -4.4066 -5.1989 0.41
N -2.0488 2.7403 0.8692 0.08
C 2.5204 -3.0914 0.8848 0.98
S 3.4731 -4.3858 1.2403 -0.59
O 1.8544 0.7312 0.5976 -0.10
N -1.0275 1.5880 2.5736 1.08
H -1.8315 1.5842 -4.0233 0.44
```

=====

# 2
The following is a DFT calculation (ωB97M-V with the def2-TZVPD basis set) of a cluster of 7 separate species, C43H39B3F8N6O16 in total.

Computed properties:
Kohn-Sham gap = 9.141 eV
E = -110684.3670 eV
M = 1080.2 g mol⁻¹
Highest occupied orbital energy = -9.9 eV

The geometry in XYZ format:
```
115
Properties=species:S:1:pos:R:3:mulliken_charge:R:1
H -3.2848 0.6521 2.8123 0.42
C -2.0834 -0.0883 -4.4019 -0.68
O 3.0756 -4.9263 -4.0891 -0.43
O 4.3217 -1.8630 -5.3747 -0.31
C -2.9906 -3.1366 3.5231 -0.21
C -3.5783 6.5126 -3.3062 -0.32
N -0.5665 -2.9103 3.8386 1.12
F 9.1219 -1.7603 -5.7565 -0.33
H -1.7391 -4.1739 7.0912 0.43
C -1.4464 -2.5736 10.0662 -0.46
C -3.5836 6.8849 -4.6377 0.14
C -3.2819 8.1694 -5.0500 -0.39
F 5.8829 -0.1990 -2.7972 -0.36
F 5.7258 -2.3339 -3.2423 -0.22
B 3.0232 -4.2151 -5.2857 0.35
H -3.2383 7.1944 -1.3088 0.37
C -2.9596 9.1133 -4.0887 -0.40
H 2.3210 0.3362 -1.5307 0.57
C 2.7940 0.9534 0.4750 -0.61
H -5.2962 -0.7811 2.7765 0.56
H 0.0335 -0.4004 -4.1779 0.53
C -2.9421 8.7621 -2.7451 -0.44
H 2.8193 -1.4944 -3.9594 0.26
O 5.2504 -5.6840 -4.7161 -0.61
F 8.2762 -1.0965 -2.9785 -0.30
O 0.3960 -2.1668 3.8617 -0.56
H 5.7126 -0.4645 -5.8233 0.45
C 6.0424 -1.1364 -3.7851 1.02
O -4.1923 4.7550 -5.2671 -0.64
C -1.6644 -3.3600 7.7996 -0.34
C -1.5710 -1.0260 8.2629 -0.13
C -1.5472 -3.6202 9.1586 -0.50
C 1.9173 -1.1875 -0.0755 0.04
O -6.1657 0.8903 4.1505 -0.63
C 8.6572 -3.5172 -4.3372 0.04
H -3.2977 8.4246 -6.0988 0.45
O 1.2374 3.0339 -5.4841 -0.62
C -4.8183 3.2624 7.2063 -0.49
C -5.2653 1.4371 8.7123 -0.51
N -6.1932 0.4039 5.2650 1.11
H 1.7827 -2.8382 -6.4516 0.25
H 4.6627 -5.3995 -2.5900 -0.14
C -1.9525 -0.9590 3.2734 0.01
H -2.6842 9.5016 -1.9989 0.38
B 5.0222 -5.2230 -5.9970 0.72
H 1.5849 -2.5622 1.5378 0.57
C -5.7184 1.2197 6.3881 0.12
C 7.5590 -1.1034 -4.1165 0.42
C -1.6818 -2.0523 7.3434 -0.19
H 1.2677 -2.9922 -4.7744 0.20
H -2.7194 10.1233 -4.3900 0.37
H -2.8916 -4.1927 3.7248 0.50
O -6.5982 -0.7153 5.5056 -0.62
H -5.2875 2.9026 5.1375 0.46
C 2.1471 -2.9276 -5.4233 -0.76
N 1.4516 -2.1421 -1.0940 1.07
H -1.7730 -1.8304 6.2899 0.47
C -2.7447 2.0442 -5.3196 -0.39
O -1.3850 1.2409 8.6069 -0.62
C -1.4135 2.4171 -5.4152 -0.63
O -3.8774 6.2070 -6.8198 -0.60
H 3.1333 1.9358 0.1768 0.42
C -4.3311 -1.2131 2.9908 -0.68
O 3.8053 -4.6809 -6.3350 -0.42
H -1.0619 -0.3485 3.2855 0.58
C -1.4542 -1.2617 9.6205 -0.43
H -6.0799 -0.3393 7.8138 0.47
C 1.9234 -1.5788 1.2497 -0.60
C -0.7493 0.2733 -4.4957 -0.03
N 0.9725 1.9214 -5.0836 1.08
H 2.5499 -0.8200 -5.5699 0.47
F 7.7808 0.0728 -4.7500 -0.30
H 8.9199 -4.2306 -5.1263 0.31
C -4.8104 2.7303 8.4872 -0.45
H -1.3672 -0.4377 10.3124 0.48
C -5.2763 2.5044 6.1408 -0.31
F 9.7658 -3.2054 -3.6256 -0.27
F 7.7430 -4.0667 -3.5127 -0.22
O 1.7967 1.0940 -4.7398 -0.61
C 2.3792 -0.6796 2.2007 -0.47
H -4.4408 3.3215 9.3134 0.40
H -1.5307 -4.6426 9.5116 0.39
H -3.5099 2.7401 -5.6366 0.47
H -4.1160 0.5065 -4.7312 0.41
O -0.5174 -4.1030 4.0578 -0.64
H 4.4804 0.0569 -4.6287 0.45
H -1.3542 -2.7786 11.1238 0.39
H -3.8215 5.5004 -3.0207 0.46
B 4.3377 -5.3468 -3.7325 0.70
C 5.1138 -0.7679 -4.9629 -1.08
C 2.3413 0.0648 -0.4853 -0.14
N -3.9120 5.8743 -5.6558 1.03
N -1.5511 0.3653 7.7822 1.11
H -4.4624 4.2684 7.0339 0.39
C -3.2522 7.4657 -2.3553 -0.43
C 2.9447 -1.6794 -5.0296 -0.11
C -4.2247 -2.5746 3.2458 -0.56
H 5.8819 -5.2991 -6.8168 -0.16
H -1.1352 3.3848 -5.8062 0.51
C -5.7240 0.6680 7.6571 -0.34
H 2.3947 -0.9666 3.2409 0.49
H 3.1756 1.2767 2.5603 0.40
C 8.0927 -2.2525 -5.0192 0.66
H -5.2554 1.0240 9.7118 0.41
F 7.1126 -2.6339 -5.8751 -0.20
O -1.6845 0.5566 6.5909 -0.58
C -1.8759 -2.3167 3.5298 -0.32
C -3.0758 0.7941 -4.8108 -0.58
O 1.4852 -1.7744 -2.2551 -0.55
H -2.3457 -1.0600 -4.0064 0.46
O 1.0680 -3.2301 -0.7290 -0.63
C 2.8159 0.5805 1.8140 -0.60
H -5.1082 -3.1975 3.2366 0.43
C -0.4422 1.5252 -4.9996 0.08
C -3.1979 -0.4079 3.0081 -0.69
```

=====

# 3
The following is a DFT calculation (ωB97M-V with the def2-TZVPD basis set) of a structure of composition C43H39BN3O5PPt.

Computed properties:
Kohn-Sham gap (alpha / beta) = 6.302 / 6.309 eV
E = -73134.3809 eV
M = 914.7 g mol⁻¹
Highest occupied orbital energy (alpha / beta) = -7.4 / -7.4 eV

The geometry in XYZ format:
```
93
Properties=species:S:1:pos:R:3:mulliken_charge:R:1
N -2.0661 0.4585 1.7734 0.01
H 4.2068 7.3578 3.1758 0.43
C 1.8605 3.9664 3.2400 -2.11
H 1.6660 -3.2181 -4.0951 0.44
H -2.0474 -5.8152 -5.7374 0.37
H 0.8811 8.1898 1.6322 0.36
C 1.3525 3.2827 2.1650 1.02
C 3.3739 7.9184 2.7478 -2.16
H -2.2970 -3.3867 -6.0564 0.42
C -2.8188 1.8505 3.5491 -1.26
H -4.4494 1.1390 4.7145 0.59
C 3.2251 -1.7757 -4.3105 -0.85
H -1.2007 2.2004 2.1033 0.70
C -0.6846 -3.3517 -3.0801 1.06
Pt -0.3147 0.1237 0.0604 1.30
H -0.9129 -6.6845 -3.7097 0.47
N -5.9382 -1.1979 4.4246 1.08
C 1.9651 -0.4055 -2.2055 0.83
H -2.7009 2.7698 4.1053 0.45
H 2.6833 -5.2593 1.1149 0.40
C 3.1304 0.0967 -2.8033 -0.78
C -0.7252 -3.6163 0.6757 -0.50
C -3.0992 -1.5975 1.2062 -0.58
O -6.7272 -2.1200 4.5251 -0.67
C -0.5109 -4.4439 1.7590 -0.92
H 1.3174 7.7377 -0.0171 0.31
C -1.6638 -5.1324 -4.9902 -0.81
C -3.9454 -0.2306 3.1338 0.87
B 0.4907 1.7895 0.7751 0.60
C -1.0315 -5.6188 -3.8583 -0.94
H -0.0409 -5.1074 -2.0291 0.48
C 0.7339 -5.0197 1.9311 -0.93
H 4.6508 -0.1645 -4.2774 0.41
H 2.0712 9.1448 0.7341 0.45
H -5.7558 -3.0947 2.7764 0.61
H 3.4920 -4.4957 -0.7304 0.48
C -4.9908 -2.3590 2.5708 -0.73
C 1.7137 -4.7920 0.9907 -1.07
H 1.8895 3.5269 4.2275 0.51
C -3.0381 -0.4196 2.0662 -0.20
C 2.0860 -2.2887 -3.7309 -0.28
C 1.7965 5.1149 0.6503 -1.04
O -5.9472 -0.2313 5.1681 -0.67
H 4.8043 6.5837 0.8238 0.37
C 2.3373 5.2571 2.9959 -0.09
O 0.8045 2.9362 0.0175 -0.47
H -2.0025 -0.8990 -3.6249 0.24
C -4.9398 -1.2613 3.3601 -0.70
C -4.1034 -2.5709 1.4963 1.04
H 1.2225 1.4494 -1.5496 0.76
H -2.0695 -1.1962 -5.3655 0.48
C -4.2539 -3.7087 0.6934 -0.23
C 2.3149 5.8442 1.7323 0.31
C 1.5143 -3.9792 -0.1265 0.87
H 3.7047 -2.2986 -5.1275 0.43
C -1.3257 -2.8555 -4.2295 0.40
N -2.2084 -1.7002 0.2448 0.08
H 2.4219 -4.1457 -2.0790 0.19
H 0.9314 -5.6483 2.7901 0.39
H 3.5362 1.0377 -2.4493 0.54
H 3.0589 -2.8275 -1.0952 0.20
O 0.8395 -0.8093 1.3213 -1.06
O 0.8197 2.0233 2.1017 -0.50
H -1.9208 -3.0354 0.6290 0.87
H 2.5969 8.0169 3.5079 0.43
C 3.9838 7.2004 0.4529 -1.60
C 3.7540 -0.5762 -3.8318 -0.77
C -1.4895 -1.3782 -4.4614 -1.35
C -0.5412 -4.7284 -2.9120 -0.34
C 1.7077 8.1320 0.9218 -1.61
H -5.0793 -4.3736 0.9215 0.48
H 3.6521 6.7825 -0.4982 0.32
C -1.9879 1.5802 2.4761 -0.23
C -1.8036 -3.7637 -5.1681 -0.92
C -3.7926 0.9467 3.8858 -0.34
C 2.6815 -3.8485 -1.0647 -1.12
C 1.4713 -1.6189 -2.6671 0.91
C 1.3307 3.8486 0.8988 0.35
C 2.8411 7.2577 1.4763 2.19
H 1.7633 5.5209 -0.3518 0.48
H -0.5214 -0.8853 -4.5769 0.22
H -1.6532 -3.2023 -1.3712 -0.50
H 4.3676 8.2049 0.2612 0.45
C -3.4313 -3.9789 -0.3512 -1.46
P -0.0574 -2.1036 -1.8622 0.46
H 3.7348 8.9202 2.5088 0.43
H 2.7390 5.8094 3.8327 0.47
H -3.5751 -4.8078 -1.0289 0.54
H 2.1520 0.6289 -0.4001 0.70
H -1.2994 -4.6158 2.4822 0.49
C 0.2691 -3.3494 -0.3074 0.84
C 1.3519 0.4445 -1.1273 -2.44
C -2.3306 -3.0996 -0.5698 0.67
```

=====

# 4
The following is a DFT calculation (ωB97M-V with the def2-TZVPD basis set) of a structure of composition C43H39N8O4PbS2.

Computed properties:
Kohn-Sham gap (alpha / beta) = 5.836 / 5.835 eV
E = -92256.0917 eV
Net charge = -1
M = 1003.2 g mol⁻¹
Highest occupied orbital energy (alpha / beta) = -4.4 / -4.4 eV

The geometry in XYZ format:
```
97
Properties=species:S:1:pos:R:3:mulliken_charge:R:1
N -0.0138 1.7398 1.3067 1.30
C -2.8363 -2.3722 1.8585 0.57
C 3.4136 -0.3704 -0.5828 -0.67
C -3.1049 -1.7852 -4.6496 -0.11
H -1.8866 -2.0470 -6.3923 0.41
H 4.7558 2.3666 0.8031 0.48
C -0.4303 1.4085 2.5287 0.27
C 0.7998 -4.2268 2.4386 -1.29
O 4.3848 -0.4890 -1.3299 -0.77
H 2.1304 5.7136 -2.0246 0.37
C 3.6752 -0.4584 0.9212 0.87
C 1.1067 -3.3523 -2.4926 -0.42
C 3.7414 2.0441 1.0446 -1.66
O -0.7863 -4.9220 -1.5051 -0.83
H 0.5589 1.8936 -3.1898 0.30
O -1.4756 -2.9397 -2.7540 -0.36
H 0.9330 -5.2073 2.8798 0.38
H 5.8244 -3.3316 -3.3739 0.35
C -5.1875 -1.5218 0.6749 -0.90
C -0.4387 1.6531 4.9326 -0.92
C -4.1450 -0.6349 0.8479 -0.30
H 0.6618 -1.4132 -3.2393 -0.01
C 2.0756 -4.3066 -2.2583 -0.33
C 0.3190 -4.1091 1.1600 -0.58
C -1.0584 -0.6533 -4.9375 0.22
H -3.9432 -1.3718 -2.8266 0.22
C 4.1023 -1.7931 2.8703 -0.73
H -0.1121 -0.5164 -5.4491 0.45
C -3.8824 -3.2552 1.6741 -0.88
C 0.9312 -1.8583 2.5578 -0.81
H 1.6984 5.0491 0.3494 0.53
H -3.8661 -2.5142 -4.8903 0.40
Pb -0.1351 -0.0061 -0.3749 1.50
C 3.7232 -2.8685 -3.2794 1.41
C 3.9699 0.5806 3.0670 -0.91
H 4.1481 -4.7971 -2.4326 0.33
H -1.7947 0.3601 6.0010 0.41
H 2.8367 -3.0375 0.1745 -0.08
H 3.1712 1.9991 0.1209 0.11
C 1.6977 4.7509 -1.7839 -0.40
C 5.1440 -2.5109 -3.5867 -1.57
N -0.4820 -2.5466 -0.5438 0.26
C -1.4265 0.3597 2.6062 0.72
C 3.8559 -1.7094 1.5095 0.80
C 0.8638 3.1534 -0.2043 -0.38
H 4.1874 0.1828 5.6419 0.37
H -2.6476 -0.7570 3.9892 0.42
H 3.9840 -3.8349 1.2596 0.31
C 4.3190 -0.7805 5.1537 -1.59
H -0.0674 2.1172 5.8346 0.38
H 4.5616 -2.8733 -0.1211 0.49
H 1.7993 -5.2225 -1.7527 0.49
H 3.2924 2.7861 1.7032 0.41
C -2.9420 -1.0470 1.4293 -0.53
C 3.8069 -2.9431 0.6609 -1.33
H 1.4812 -3.1418 4.1843 0.49
C 2.7230 -1.9318 -3.5275 -0.95
C 0.1018 -2.8201 0.6225 -0.18
H 3.9985 1.4754 3.6778 0.29
C -1.8987 0.0206 3.9146 -0.88
H -5.8804 -3.5346 0.9474 0.39
C 4.1236 -0.6568 3.6688 0.87
S -2.6636 0.7523 -1.7654 -0.50
H -4.2415 0.3954 0.5437 0.51
H -3.7848 -4.2724 2.0229 0.42
C 1.4572 4.4006 -0.4766 -0.52
C 1.3746 3.8504 -2.7946 -0.79
H 1.5446 4.0951 -3.8315 0.45
N -1.2169 0.0235 -3.8423 -0.14
H 5.2701 -2.2047 -4.6249 0.40
N -1.9092 -0.1339 1.4983 0.10
N 0.5752 2.8742 1.0951 -1.25
C 0.8188 2.6311 -2.4413 -0.38
H 3.6021 -1.4815 5.5818 0.31
H 0.7621 2.8155 3.5924 0.46
N 0.4529 -1.7265 1.3323 1.61
C 0.0190 2.0405 3.7091 -0.38
H 0.0670 -4.9632 0.5538 0.66
H 1.1917 -0.9379 3.0627 0.24
C 1.4263 -2.1620 -3.1187 0.33
H 2.9859 -0.9901 -3.9843 0.25
O 2.2255 -0.1690 -0.9587 -0.42
N 0.5565 2.3012 -1.1942 0.39
C 3.3830 -4.0629 -2.6534 -0.82
H 5.3220 -1.1502 5.3714 0.35
H -6.1141 -1.1806 0.2337 0.42
C -2.0294 -1.5375 -5.4556 -0.89
C -2.3264 -0.1524 -3.1083 0.03
C -5.0623 -2.8405 1.0813 -0.60
C -1.4177 0.6391 5.0248 -0.65
C 3.7801 0.6939 1.6943 1.25
N -3.2549 -1.0936 -3.5157 0.09
C 1.1018 -3.0798 3.1750 -0.98
H -1.9258 -2.7062 2.3300 0.27
H 4.2493 -2.7660 3.3238 0.30
S -0.5373 -3.5228 -1.8074 0.99
H 5.4001 -1.6613 -2.9524 0.28
```